No. 1
Formula: C5H15NO2
Source: the Open Molecules 2025 dataset
Level of theory: the ωB97M-V functional and the def2-TZVPD basis

Last column: Mulliken charge in e.
Geometry (Å):
1 C -1.45478 -0.05218 2.07268  -1.4961
2 C -1.19815 -0.46971 0.57365  1.0415
3 C -0.24136 -1.74497 0.42254  -0.6031
4 C 0.54595 -1.58104 -0.87617  -0.4418
5 C 1.58472 -0.44282 -1.04900  -0.3426
6 O 1.37783 0.90585 -1.25039  -0.4957
7 N -2.46024 -1.04428 0.17293  -0.6210
8 H -1.89379 -0.75206 2.67747  0.4269
9 H -0.55709 0.27177 2.66104  0.3464
10 H -2.26298 0.82230 1.96150  0.2948
11 H -0.83294 0.49722 0.11883  -0.4270
12 H -0.61962 -2.81196 0.28045  0.2902
13 H 0.40865 -1.62598 1.34358  0.2299
14 H 1.07802 -2.57195 -1.11634  0.3320
15 H -0.24147 -1.48397 -1.67061  0.2688
16 H 1.85277 -0.64573 -2.21516  0.1791
17 H 2.34790 -0.24525 -0.15211  0.2588
18 H 0.46501 1.26887 -1.22365  0.2557
19 H -3.23722 -0.33674 -0.00960  0.2361
20 H -2.46397 -1.64882 -0.64700  0.2301
21 H 2.38905 3.10078 0.44281  0.3139
22 H 1.09567 2.93325 -0.45573  0.3620
23 O 1.65659 3.62946 -0.00814  -0.6388

Forces on the atoms, in the same order (eV/Å):
0.30 3.67 -1.87
-0.45 -2.13 2.09
1.68 1.54 0.52
0.04 -0.27 -0.20
1.84 -1.32 -1.64
-2.86 3.65 0.10
-2.90 1.72 -1.38
-1.26 -2.26 0.96
-0.57 0.27 -0.92
1.91 -1.54 0.64
-0.18 -1.29 -0.32
-0.55 1.75 1.11
-0.27 -0.89 -1.11
-0.43 1.60 0.28
0.73 0.05 0.26
1.13 -0.66 2.97
-0.83 -2.27 -2.09
0.60 -1.03 -0.13
1.44 -1.12 0.47
0.46 0.30 0.17
-1.60 0.96 -1.07
1.36 1.16 0.88
0.42 -1.91 0.30

The value obtained for the energy relative to the best compared isomer or geometry (same formula, charge and spin) is 363.9 kJ/mol. The calculation puts the HOMO energy at -9.5 eV. The energy comes out at -404.61648 Ha. For the LUMO energy, the calculation gives 0.65 eV. Its total charge is 0. The gap between HOMO and LUMO is 10.108 eV. Its SMILES is C[C@H](N)CCCO.O.

=====

No. 2
Formula: C5H15NO2
Source: the Open Molecules 2025 dataset
Level of theory: the ωB97M-V functional and the def2-TZVPD basis

Last column: Mulliken charge in e.
Geometry (Å):
1 C 0.27568 1.61843 2.31508  -1.3903
2 C -0.63265 0.83108 1.36308  0.4777
3 C -2.13276 1.07300 1.52519  -0.5415
4 C -2.84105 0.44027 0.35887  -0.2516
5 C -3.83258 -0.43865 0.37563  -0.6386
6 N -0.23994 -0.59047 1.41686  -0.7310
7 H 1.33745 1.66089 2.13538  0.3799
8 H -0.05026 2.68002 2.17589  0.3253
9 H 0.06241 1.39932 3.37152  0.3288
10 H -0.38237 1.30286 0.37007  0.1262
11 H -2.24248 2.14535 1.70421  0.2914
12 H -2.43168 0.44805 2.39827  0.3186
13 H -2.44981 0.86333 -0.59355  0.2607
14 H -4.13417 -1.02654 -0.48476  0.2609
15 H -4.37575 -0.58469 1.30615  0.2483
16 H 0.70867 -0.66552 1.06846  0.2550
17 H -0.82935 -1.09195 0.75562  0.2795
18 H 4.94407 -3.62921 -2.48209  0.3239
19 H 4.08789 -2.39096 -2.88233  0.3151
20 O 4.81951 -2.93886 -3.14944  -0.6361
21 H 2.54095 0.86065 -2.10601  0.3151
22 H 1.57372 0.26365 -3.16075  0.3152
23 O 2.45693 0.58655 -3.01602  -0.6325

Forces on the atoms, in the same order (eV/Å):
-2.03 1.71 0.64
1.97 0.49 -1.02
0.19 -1.78 1.30
0.36 1.57 -1.19
0.08 0.06 0.46
-0.80 0.42 -0.40
0.33 -0.68 -0.31
0.30 -0.51 0.26
0.26 -0.22 -0.27
-0.20 -0.55 0.29
-0.51 -0.15 -0.20
-0.01 0.91 -0.02
-0.13 -0.96 0.29
-0.21 0.48 -0.08
0.28 -0.52 0.01
0.03 -0.09 0.10
0.10 -0.20 0.13
-0.24 0.40 -0.17
-0.37 0.19 0.29
0.61 -0.55 -0.13
-0.23 0.06 0.33
-0.50 -0.08 0.17
0.73 -0.02 -0.48

The value obtained for the energy relative to the best compared isomer or geometry (same formula, charge and spin) is 173.4 kJ/mol. The calculation puts the HOMO energy at -9.5 eV. The energy comes out at -404.68903 Ha. For the LUMO energy, the calculation gives 0.24 eV. Its total charge is 0. The gap between HOMO and LUMO is 9.777 eV. Its SMILES is C=CC[C@@H](C)N.O.O.

=====

No. 3
Formula: C5H15NO2
Source: the Open Molecules 2025 dataset
Level of theory: the ωB97M-V functional and the def2-TZVPD basis

Last column: Mulliken charge in e.
Geometry (Å):
1 C 0.42658 -0.31320 2.13424  -0.8795
2 N -0.42357 0.23955 1.11663  -0.3547
3 C -0.27569 -0.35382 -0.22242  0.3416
4 C -1.42473 0.08817 -1.15690  -0.9923
5 C -2.72804 -0.55551 -0.74366  -0.4405
6 O -2.81599 -2.01509 -1.00451  -0.5187
7 C 1.09721 -0.10918 -0.82124  -1.1376
8 H 1.22015 -0.94576 1.69476  0.2672
9 H 1.06381 0.41001 2.65056  0.3462
10 H -0.11046 -0.93483 2.84824  0.2794
11 H -0.28137 1.21546 0.92747  0.3128
12 H -0.50921 -1.42018 -0.10764  0.2873
13 H -1.51363 1.17216 -1.15772  0.4012
14 H -1.19894 -0.38838 -2.12005  0.3873
15 H -2.90307 -0.53329 0.32480  0.2723
16 H -3.62373 -0.17960 -1.23703  0.3091
17 H -1.94808 -2.25175 -1.32472  0.2981
18 H 1.57055 0.77740 -0.35489  -0.0074
19 H 1.21305 0.14645 -1.87499  0.3961
20 H 1.89392 -0.80173 -0.55199  0.4110
21 H 3.19818 1.65534 0.51062  0.3649
22 H 4.22290 2.75670 -0.16312  0.3221
23 O 3.85017 2.34109 0.63355  -0.6658

Forces on the atoms, in the same order (eV/Å):
1.55 -0.53 -0.12
-0.71 0.09 -1.28
-0.92 -0.61 0.14
0.22 -1.04 0.53
-1.30 -1.61 0.51
0.50 1.28 -0.16
1.80 1.11 0.47
-0.38 -0.18 -0.01
-0.61 0.33 0.22
-0.11 0.15 0.10
0.17 0.53 0.70
0.69 -0.09 0.14
0.00 0.10 -0.49
0.09 0.88 -0.30
0.15 0.68 0.30
0.27 0.49 -0.14
0.25 -0.50 -0.21
-0.72 0.19 0.00
-0.58 -0.53 -0.19
-0.39 -0.77 -0.25
0.03 0.00 -0.87
-0.81 -0.87 0.22
0.82 0.87 0.67

The value obtained for the energy relative to the best compared isomer or geometry (same formula, charge and spin) is 187.1 kJ/mol. The calculation puts the HOMO energy at -9.1 eV. The energy comes out at -404.68379 Ha. For the LUMO energy, the calculation gives 0.63 eV. Its total charge is 0. The gap between HOMO and LUMO is 9.737 eV. Its SMILES is CN[C@H](C)CCO.O.

=====

No. 4
Formula: C5H15NO2
Source: the Open Molecules 2025 dataset
Level of theory: the ωB97M-V functional and the def2-TZVPD basis

Last column: Mulliken charge in e.
Geometry (Å):
1 C -1.45635 0.26706 1.99921  -1.1343
2 C -1.98194 1.44648 1.14102  -0.4661
3 C -0.92061 1.96477 0.11736  -0.7485
4 C -0.51758 0.82753 -0.85425  -0.5883
5 C -1.79667 -0.74032 -2.04943  -0.2971
6 N -1.74891 0.41951 -1.55907  -0.4089
7 H -1.59206 -0.72928 1.58897  0.3044
8 H -0.46495 0.49856 2.39309  0.2976
9 H -2.14081 0.28748 2.85996  0.3682
10 H -2.73052 0.96484 0.51834  0.3299
11 H -2.22276 2.29126 1.77920  0.3478
12 H -1.34369 2.78725 -0.45100  0.3408
13 H -0.02155 2.19534 0.69735  0.3676
14 H -0.11944 -0.05838 -0.36938  0.4191
15 H 0.27271 1.20610 -1.51006  0.3304
16 H -2.72141 -1.07606 -2.51241  0.2704
17 H -1.02411 -1.49467 -1.93050  0.2662
18 H 3.77769 -5.23738 2.14370  0.3203
19 H 2.81045 -4.66182 1.17074  0.3174
20 O 3.76138 -4.71340 1.33365  -0.6377
21 H 4.77031 1.27523 -2.52406  0.3258
22 H 3.30285 0.94554 -2.17134  0.3098
23 O 4.10796 1.33438 -1.81109  -0.6347

Forces on the atoms, in the same order (eV/Å):
-0.98 1.36 1.07
1.88 -1.05 -1.24
0.10 -1.91 0.83
-0.93 0.55 0.13
-0.56 0.10 0.52
0.64 0.13 -0.71
0.49 0.07 -0.41
0.14 -0.49 -0.15
0.32 -0.30 0.12
-0.98 0.90 0.27
-0.76 -0.16 -0.07
0.31 0.24 -0.01
-0.05 0.65 -0.24
0.28 0.00 0.50
-0.36 -0.09 -0.39
0.02 0.09 -0.20
0.43 -0.09 -0.04
0.32 0.05 -0.04
0.17 0.17 -0.24
-0.49 -0.22 0.27
-0.51 0.00 0.46
0.16 0.03 -0.02
0.35 -0.04 -0.43

The value obtained for the energy relative to the best compared isomer or geometry (same formula, charge and spin) is 186.0 kJ/mol. The calculation puts the HOMO energy at -9.7 eV. The energy comes out at -404.68420 Ha. For the LUMO energy, the calculation gives 0.59 eV. Its total charge is 0. The gap between HOMO and LUMO is 10.319 eV. Its SMILES is C=NCCCC.O.O.

=====

No. 5
Formula: C5H15NO2
Source: the Open Molecules 2025 dataset
Level of theory: the ωB97M-V functional and the def2-TZVPD basis

Last column: Mulliken charge in e.
Geometry (Å):
1 C 1.36397 0.55656 -1.51192  -0.6109
2 C 1.01123 -0.62851 -0.57949  -0.5324
3 C -0.01214 -0.29285 0.50451  -0.9207
4 C 0.21282 -0.24728 1.79779  -0.1313
5 C -0.95903 0.12977 2.76271  -0.9790
6 N 0.21710 0.75891 -2.41132  -0.5894
7 H 2.36169 0.32108 -1.90644  0.3903
8 H 1.54647 1.53765 -1.02920  0.3457
9 H 1.90985 -1.05311 -0.06306  0.3253
10 H 0.77071 -1.46820 -1.24188  0.4389
11 H -0.96818 -0.15982 -0.04423  0.6334
12 H 1.21114 -0.31427 2.24404  0.3900
13 H -1.52972 0.92408 2.29524  0.1948
14 H -0.42229 0.54044 3.62006  0.3402
15 H -1.54445 -0.79094 2.73887  0.2832
16 H 0.44902 1.53207 -3.03001  0.2076
17 H 0.08993 -0.03975 -3.02551  0.2168
18 H -1.18524 -2.12452 -0.13033  0.3429
19 H 0.07147 -3.02850 0.27116  0.3304
20 O -0.64339 -2.87272 -0.36802  -0.6710
21 H -1.07344 1.79256 -0.92092  0.3573
22 H -1.53439 2.34658 0.47058  0.3045
23 O -1.34313 2.58075 -0.44264  -0.6663

Forces on the atoms, in the same order (eV/Å):
0.16 -0.05 1.00
1.72 0.35 0.98
0.57 -0.87 -2.87
-1.21 1.30 0.73
2.10 -0.30 -1.81
0.72 0.24 -0.39
-0.33 -0.10 -0.86
-0.39 -0.63 0.34
-0.23 0.76 -0.32
-0.63 0.42 0.22
0.01 0.28 1.30
-0.28 -0.33 -0.41
-0.23 0.09 0.06
-1.03 -0.61 0.64
-0.24 0.32 1.34
-0.29 0.04 0.03
-0.01 -0.10 0.14
0.21 0.12 0.59
-0.76 0.57 -0.10
0.06 -1.59 -0.44
0.15 -0.34 -0.12
0.13 -0.21 -0.21
-0.22 0.64 0.14

The value obtained for the energy relative to the best compared isomer or geometry (same formula, charge and spin) is 201.7 kJ/mol. The calculation puts the HOMO energy at -9.5 eV. The energy comes out at -404.67824 Ha. For the LUMO energy, the calculation gives 0.86 eV. Its total charge is 0. The gap between HOMO and LUMO is 10.380 eV. Its SMILES is C/C=C/CCN.O.O.